1.
ORCA calculation (ωB97M-V/def2-TZVPD) on a structure of composition C31H22CdF2N3O5PS.

Atoms and positions in Å:
Cd -1.76 1.08 -1.82
S -1.19 3.83 -1.04
P -0.24 1.17 0.57
F -3.55 -0.24 -3.82
F -4.63 0.44 -2.01
O 3.98 -3.65 -1.83
O -0.54 3.05 -2.13
O -1.63 5.14 -1.42
O 2.88 -5.46 -1.49
O -2.19 2.99 -0.36
N -1.84 -1.37 -1.11
N 2.94 -4.27 -1.72
N 0.19 -0.22 -2.50
C 3.45 -0.55 0.19
C 2.35 -0.26 -3.49
C 1.59 -2.16 -2.24
C 2.03 4.25 2.13
C 1.68 -3.49 -1.68
C 0.48 2.84 0.92
C -3.05 0.27 4.13
C -2.69 0.72 1.80
C 2.10 -2.11 1.42
C 0.08 3.98 0.19
C 1.63 5.35 1.40
C -0.59 -3.40 -0.87
C 1.47 3.00 1.88
C -1.69 -4.00 -0.24
C 3.30 -1.79 0.81
C 0.65 5.22 0.43
C 2.40 0.36 0.19
C 0.39 -1.47 -2.03
C -3.55 0.45 2.85
C 2.58 -1.52 -3.02
C -0.82 0.66 3.30
C 1.05 -1.20 1.42
C -2.87 -1.95 -0.53
C 1.19 0.05 0.82
C 1.14 0.38 -3.19
C -3.63 0.83 -2.93
C -1.31 0.83 2.01
C -1.68 0.38 4.36
C 0.65 -4.09 -1.06
C -2.84 -3.28 -0.08
C -0.71 -2.09 -1.31
H 3.51 -2.02 -3.23
H -4.61 0.38 2.67
H 2.53 1.31 -0.31
H -1.61 -5.02 0.11
H 0.78 -5.09 -0.68
H -3.09 0.90 0.81
H 1.98 -3.07 1.91
H 2.07 6.32 1.59
H 2.79 4.35 2.89
H 0.11 -1.46 1.90
H 4.38 -0.30 -0.30
H -4.09 1.64 -3.51
H -3.72 0.06 4.95
H 4.12 -2.50 0.81
H 1.82 2.14 2.44
H -1.28 0.26 5.36
H -3.72 -3.71 0.39
H 3.10 0.25 -4.09
H -3.76 -1.34 -0.42
H 0.24 0.74 3.49
H 0.30 6.07 -0.15
H 0.94 1.39 -3.51

HOMO-LUMO gap, eV: 7.01
HOMO energy, eV: -8.41

=====

2.
ORCA calculation (ωB97M-V/def2-TZVPD) on a structure of composition C22H35AsBN10V.

Atoms and positions in Å:
As 1.52 -2.47 -0.15
V 0.26 -0.14 -0.62
N -1.18 1.07 -1.14
N 1.90 0.05 -1.78
N 0.73 0.92 0.91
N -1.90 1.53 -0.05
N -2.79 1.37 2.31
N -1.22 -1.25 0.13
N -2.50 1.34 3.65
N -0.29 1.11 1.83
N -1.92 -0.69 1.16
N 3.64 0.35 -3.47
C 0.62 -3.90 0.77
C -3.64 1.52 4.29
C -1.48 1.86 -2.21
C -3.01 -1.42 1.38
C -0.87 1.63 -3.54
C 2.49 -3.32 -1.58
C -1.56 -3.07 -1.55
C 5.00 0.81 -3.07
C -4.14 1.53 2.14
C 3.09 1.83 0.61
C -1.92 -2.32 -0.32
C 3.39 0.11 -4.91
C -2.59 2.60 -0.44
C 0.16 1.86 2.82
C 2.73 0.20 -2.59
C 2.84 -1.88 1.13
C -2.37 2.84 -1.79
C 1.81 1.66 1.35
C -3.71 1.56 5.78
C 1.49 2.22 2.56
C -4.71 1.65 3.36
C -3.04 -2.48 0.48
B -1.77 0.85 1.37
H 1.40 -4.54 1.18
H 2.35 -0.17 -5.06
H 4.04 -0.69 -5.25
H -2.19 -2.73 -2.38
H 5.19 1.77 -3.54
H 3.16 -0.86 0.93
H -1.76 -4.14 -1.44
H 2.90 -2.59 -2.27
H -4.60 1.53 1.16
H -2.80 3.62 -2.39
H 3.30 -3.89 -1.13
H 3.61 1.03 -5.45
H 0.20 1.81 -3.52
H -3.79 -3.25 0.41
H 2.41 -1.93 2.13
H 0.00 -3.51 1.58
H 1.83 -4.00 -2.12
H -3.19 3.15 0.26
H 3.82 1.05 0.87
H -1.30 2.30 -4.28
H -5.75 1.81 3.59
H -2.75 1.85 6.20
H -3.71 -1.14 2.15
H 3.70 -2.54 1.07
H -0.50 2.10 3.63
H 5.05 0.91 -1.99
H 3.54 2.78 0.91
H 5.72 0.08 -3.40
H 2.95 1.84 -0.46
H -3.97 0.58 6.17
H 2.13 2.83 3.17
H -0.52 -2.94 -1.85
H -4.47 2.26 6.11
H -1.05 0.60 -3.89
H 0.01 -4.48 0.08

Spin multiplicity: 2
ΔE to the lowest compared entry with this formula, charge and spin, kcal/mol: 3.0
<S²>: 0.898
HOMO-LUMO gap (alpha / beta), eV: 4.34 / 5.68
HOMO energy (alpha / beta), eV: -16.31 / -16.32
Net charge: +3

=====

3.
ORCA calculation (ωB97M-V/def2-TZVPD) on a cluster of 3 separate species, C4H16N2O2 in total in a non-equilibrium geometry.

Atoms and positions in Å:
O 0.12 4.36 -1.00
O 1.81 3.57 -3.15
N -0.16 -1.69 1.91
N 1.82 -1.63 -0.87
C -0.31 -1.69 0.47
C -1.69 -1.35 -0.25
C 0.82 -0.79 -0.17
C -1.21 -1.05 2.72
H 1.39 -0.32 0.62
H -2.22 -2.29 -0.30
H -2.17 -1.09 2.20
H -0.07 -2.63 2.27
H 0.27 5.14 -0.50
H 0.39 3.66 -0.37
H 1.26 4.17 -2.63
H 1.69 3.84 -4.05
H -1.17 -1.49 3.71
H 1.45 -2.33 -1.50
H -0.15 -2.69 0.07
H 0.46 -0.13 -0.95
H -2.32 -0.66 0.32
H -1.43 -0.81 -1.15
H -1.06 0.02 2.86
H 2.47 -2.10 -0.28

ΔE to the lowest compared entry with this formula, charge and spin, kcal/mol: 34.9
SMILES: CN[C@@H](C)CN.O.O
HOMO-LUMO gap, eV: 8.87
HOMO energy, eV: -8.27

=====

4.
ORCA calculation (ωB97M-V/def2-TZVPD) on a structure of composition C31H23Cl2F9N4O3SY.

Atoms and positions in Å:
Y 0.22 0.10 -0.07
Cl -1.42 4.98 5.20
Cl 0.53 -0.03 5.15
S -0.69 0.32 -2.77
F -2.89 1.18 -0.86
F 0.10 -4.46 -2.47
F -3.42 3.43 -5.76
F -4.93 2.83 -1.34
F -4.37 -2.08 -0.47
F -1.96 -1.13 0.25
F -5.23 3.99 -3.81
F -1.37 1.79 -5.30
F -2.27 -5.40 -3.07
O 2.16 3.31 1.07
O 2.45 0.16 -2.15
O 0.15 0.22 2.15
N 1.97 1.62 -0.48
N -0.73 2.31 0.85
N 2.26 -1.66 1.23
N 0.33 -2.13 -0.65
C 3.87 2.12 -1.84
C -1.47 4.68 2.10
C 3.78 3.16 -0.74
C 1.92 -2.79 2.12
C 2.55 2.74 0.07
C -0.50 2.47 4.95
C -1.10 3.35 0.15
C -0.97 -3.85 -1.90
C -2.22 -4.34 -2.24
C -0.20 1.23 2.87
C -1.06 3.58 2.88
C 0.45 -2.92 2.48
C 2.70 1.19 -1.55
C -0.70 2.40 2.20
C 2.71 -2.13 -0.07
C -3.00 1.71 -2.10
C -2.23 2.02 -4.30
C 1.59 -2.81 -0.86
C -0.96 3.57 4.30
C 4.57 -1.19 2.17
C -4.06 2.57 -2.32
C -3.40 -3.78 -1.79
C -0.81 -2.74 -1.05
C -3.27 -2.68 -0.96
C -0.11 1.31 4.25
C -3.29 2.87 -4.56
C -1.48 4.57 0.73
C -4.21 3.15 -3.56
C 3.15 -0.70 1.87
C -2.03 -2.21 -0.59
C -2.03 1.40 -3.06
H 4.59 -1.97 2.94
H 2.66 -0.37 2.79
H -4.36 -4.16 -2.08
H 3.74 2.53 -2.85
H -0.16 -3.11 1.59
H -0.41 2.47 6.03
H 4.64 3.18 -0.07
H 3.55 -2.84 0.00
H 3.08 -1.27 -0.63
H 0.08 -2.01 2.95
H -1.10 3.24 -0.93
H 1.51 -3.86 -0.56
H 2.27 -3.72 1.66
H 0.31 -3.76 3.17
H 2.50 -2.69 3.05
H 4.79 1.54 -1.84
H 1.90 -2.82 -1.91
H 5.04 -1.60 1.27
H -1.75 5.60 2.58
H 3.21 0.19 1.23
H -1.78 5.39 0.10
H 5.18 -0.36 2.52
H 3.62 4.18 -1.09

HOMO-LUMO gap, eV: 7.12
HOMO energy, eV: -5.00
Net charge: -1

=====

5.
ORCA calculation (ωB97M-V/def2-TZVPD) on an isolated molecule of C22H30N2O2.

Atoms and positions in Å:
O 10.57 1.41 0.03
O -5.78 -1.73 0.26
N -6.21 0.44 0.46
N -0.23 -1.53 0.18
C 3.06 -1.21 1.68
C 5.90 0.19 -0.24
C -5.09 -0.35 -1.58
C -2.48 -1.74 -0.78
C 3.73 -0.66 -0.95
C -0.50 -0.16 0.58
C 2.50 -1.21 -0.65
C -1.46 0.49 -0.40
C 4.64 -0.37 0.07
C 4.30 -0.66 1.39
C -1.46 -2.31 0.21
C -6.75 2.81 1.08
C -2.78 -0.28 -0.45
C 2.16 -1.50 0.67
C 8.27 1.23 -0.81
C -5.28 2.78 0.80
C -6.21 1.82 0.10
C -3.73 0.36 -1.47
C -5.71 -0.62 -0.22
C 6.97 0.67 -0.50
C 0.82 -2.13 0.97
C 9.30 0.84 0.27
H 5.00 -0.44 2.18
H 8.20 2.32 -0.86
H -3.25 -0.24 0.54
H -1.22 -3.34 -0.06
H -5.77 0.25 -2.18
H 3.99 -0.43 -1.98
H -3.88 1.40 -1.19
H 0.45 0.38 0.58
H 1.79 -1.43 -1.43
H 2.80 -1.43 2.71
H -2.07 -1.81 -1.79
H 9.37 -0.25 0.34
H -4.84 3.58 0.22
H -1.64 1.53 -0.11
H 0.87 -3.19 0.71
H -1.90 -2.32 1.22
H -3.39 -2.34 -0.72
H 8.61 0.86 -1.78
H -4.63 2.38 1.56
H -7.33 3.64 0.71
H 10.90 1.09 -0.82
H -1.01 0.49 -1.40
H -6.57 0.22 1.38
H -7.09 2.45 2.04
H -4.96 -1.31 -2.06
H -0.92 -0.12 1.60
H -3.26 0.35 -2.46
H 0.61 -2.06 2.05
H 8.98 1.23 1.24
H -6.41 1.99 -0.95

ΔE to the lowest compared entry with this formula, charge and spin, kcal/mol: 81.5
SMILES: O=C(CCC1CCN(Cc2ccc(C#CCCO)cc2)CC1)NC1CC1
HOMO-LUMO gap, eV: 9.20
HOMO energy, eV: -8.36